[1]
DFT (ωB97M-V/def2-TZVPD) results for C12H16Si in the gas phase in a non-equilibrium geometry.

Structure (ORCA input):
```
! RIJCOSX wB97M-V def2-TZVPD def2/J DEFGRID3
* xyz 0 1
C -1.505 3.191 -0.406
C -1.310 2.025 -0.256
Si -0.905 0.249 -0.011
C -1.436 -0.964 -1.434
C -0.263 -1.666 -2.091
C -1.717 -0.119 1.785
C -3.169 0.389 1.713
C 1.068 0.185 0.175
C 1.853 0.847 -0.822
C 3.252 0.576 -0.847
C 3.718 -0.186 0.213
C 2.984 -0.765 1.195
C 1.606 -0.692 1.049
H -1.512 4.263 -0.531
H -2.102 -1.663 -0.889
H -2.072 -0.495 -2.138
H 0.371 -0.880 -2.653
H 0.570 -2.038 -1.408
H -0.595 -2.517 -2.771
H -1.951 -1.247 1.787
H -0.977 0.138 2.529
H -3.095 1.491 1.359
H -3.743 -0.027 0.847
H -3.722 0.142 2.661
H 1.497 1.456 -1.628
H 3.984 1.159 -1.434
H 4.730 -0.449 0.259
H 3.531 -1.365 1.998
H 0.909 -1.039 1.746
*
```

For the lowest unoccupied orbital energy, the calculation gives 0.92 eV. As for the frontier orbital gap: 10.1 eV. For the HOMO energy, the calculation gives -9.22 eV. For the energy above the lowest of the compared OMol25 structures with the same formula, charge and spin, the calculation gives 3.506 eV.

***

[2]
DFT (ωB97M-V/def2-TZVPD) results for a molecular structure, C6H5N2O6Y in a non-equilibrium geometry.

Structure (ORCA input):
```
! RIJCOSX wB97M-V def2-TZVPD def2/J DEFGRID3
* xyz 2 1
O -1.950 2.669 -3.506
C -1.505 2.053 -2.659
Y 1.019 -0.108 1.060
O -1.961 -1.411 -0.704
C -1.029 -0.986 -0.150
C 1.447 1.905 -0.137
O 2.286 1.681 0.772
C -1.236 0.927 1.121
O -2.367 1.201 1.106
C 0.922 -0.769 -1.318
O 0.720 -1.255 -2.347
H 1.420 2.823 -0.743
N -0.584 -3.142 3.359
C 0.442 -3.123 2.504
N 0.950 -4.269 2.060
O 1.013 -2.021 2.162
H -1.057 -4.034 3.585
H -1.047 -2.260 3.579
H 1.665 -4.253 1.343
H 0.495 -5.157 2.273
*
```

For the lowest unoccupied orbital energy, the calculation gives -9.22 eV. As for the frontier orbital gap: 7.1 eV. For the HOMO energy, the calculation gives -16.28 eV. For the energy above the lowest of the compared OMol25 structures with the same formula, charge and spin, the calculation gives 0.868 eV.

***

[3]
DFT (ωB97M-V/def2-TZVPD) results for 2 unconnected molecules or ions with the total composition C4H12 in a non-equilibrium geometry.

Structure (ORCA input):
```
! RIJCOSX wB97M-V def2-TZVPD def2/J DEFGRID3
* xyz 0 1
C 1.654 1.594 0.302
C 1.154 1.350 -1.142
H 2.469 2.318 0.124
H 1.015 2.271 0.859
H 2.047 0.761 0.873
H 0.263 1.980 -1.207
H 0.815 0.358 -1.430
H 1.910 1.598 -1.882
C -1.376 -1.892 1.075
C -1.441 -1.065 -0.235
H -2.153 -1.691 1.805
H -1.477 -2.936 0.798
H -0.395 -1.811 1.543
H -2.221 -0.318 -0.107
H -1.732 -1.693 -1.077
H -0.458 -0.668 -0.414
*
```

For the lowest unoccupied orbital energy, the calculation gives 1.15 eV. As for the frontier orbital gap: 12.6 eV. For the HOMO energy, the calculation gives -11.42 eV. For the energy above the lowest of the compared OMol25 structures with the same formula, charge and spin, the calculation gives 0.649 eV.

***

[4]
DFT (ωB97M-V/def2-TZVPD) results for a molecular structure, C2H2ClNS in a non-equilibrium geometry.

Structure (ORCA input):
```
! RIJCOSX wB97M-V def2-TZVPD def2/J DEFGRID3
* xyz 0 3
C -0.184 -0.810 -0.209
C -1.186 -1.651 0.150
N -0.900 0.408 -0.225
S -2.387 -0.306 0.174
Cl -1.398 -3.386 0.488
H 0.632 -0.903 -0.749
H -0.507 1.281 0.073
*
```

For the lowest unoccupied orbital energy (alpha / beta), the calculation gives 0.92 / -2.42 eV. As for the frontier orbital gap (alpha / beta): 6.6 / 6.3 eV. For the HOMO energy (alpha / beta), the calculation gives -5.63 / -8.76 eV. For the energy above the lowest of the compared OMol25 structures with the same formula, charge and spin, the calculation gives 2.820 eV.

***

[5]
DFT (ωB97M-V/def2-TZVPD) results for C5H8O in the gas phase in a non-equilibrium geometry.

Structure (ORCA input):
```
! RIJCOSX wB97M-V def2-TZVPD def2/J DEFGRID3
* xyz 0 1
C 2.124 -0.681 0.108
C 1.104 0.419 -0.052
C -0.315 -0.131 -0.108
C -1.391 0.646 0.097
C -2.789 0.150 -0.006
O -3.026 -1.043 0.063
H 3.187 -0.348 -0.162
H 2.056 -1.047 1.147
H 1.824 -1.560 -0.543
H 1.230 1.223 0.669
H 1.210 0.962 -1.008
H -0.379 -1.257 -0.426
H -1.294 1.728 0.351
H -3.542 0.941 -0.130
*
```

For the lowest unoccupied orbital energy, the calculation gives 0.29 eV. As for the frontier orbital gap: 10.1 eV. For the HOMO energy, the calculation gives -9.78 eV. For the energy above the lowest of the compared OMol25 structures with the same formula, charge and spin, the calculation gives 1.395 eV.

***

[6]
DFT (ωB97M-V/def2-TZVPD) results for CH2N4O in the gas phase in a non-equilibrium geometry.

Structure (ORCA input):
```
! RIJCOSX wB97M-V def2-TZVPD def2/J DEFGRID3
* xyz 0 1
N -1.400 -0.024 -0.043
C -0.076 -0.204 -0.043
N 0.741 1.080 -0.001
N 1.857 0.667 -0.027
O 1.869 -0.700 -0.049
N 0.610 -1.305 0.074
H -2.104 -0.564 -0.264
H -1.497 1.051 0.353
*
```

For the lowest unoccupied orbital energy, the calculation gives 0.76 eV. As for the frontier orbital gap: 10.5 eV. For the HOMO energy, the calculation gives -9.74 eV. For the energy above the lowest of the compared OMol25 structures with the same formula, charge and spin, the calculation gives 3.040 eV.

***

[7]
DFT (ωB97M-V/def2-TZVPD) results for a molecular structure, C31H40CdF3N5O3S2Si4 in a non-equilibrium geometry.

Structure (ORCA input):
```
! RIJCOSX wB97M-V def2-TZVPD def2/J DEFGRID3
* xyz -2 1
Cd 1.044 0.924 0.395
F -4.234 4.383 1.138
C -3.039 3.793 1.542
F -2.697 4.501 2.646
F -3.249 2.512 1.974
C -2.117 3.776 0.315
C -2.538 4.409 -0.858
C -2.019 3.945 -2.056
C -0.967 3.018 -2.047
N -0.456 2.532 -0.904
C -0.889 3.034 0.252
S -0.169 2.641 1.805
H -3.308 5.194 -0.837
H -2.279 4.304 -3.058
H -0.594 2.653 -3.009
N -3.516 -5.080 -0.172
C -2.685 -4.261 -0.224
C -1.541 -3.339 -0.242
C -0.988 -2.799 -1.421
C -0.284 -1.571 -1.314
C -0.104 -0.900 -0.114
C -0.682 -1.454 1.021
C -1.378 -2.613 0.977
H -1.040 -3.387 -2.286
H 0.262 -1.149 -2.180
H -0.620 -0.974 2.005
H -1.641 -3.077 1.949
O -7.185 -7.431 -4.242
S -6.882 -6.055 -3.854
O -7.454 -4.983 -4.636
O -7.884 -6.216 -2.069
C -7.767 -5.262 -1.222
N -8.329 -5.463 0.024
C -7.958 -4.632 0.980
C -7.276 -3.441 0.708
C -6.868 -3.215 -0.629
N -7.141 -4.114 -1.617
C -6.138 -1.974 -1.007
C -5.771 -1.030 -0.098
C -4.991 0.100 -0.526
N -4.577 0.278 -1.753
C -4.851 -0.727 -2.634
C -5.619 -1.830 -2.324
H -8.111 -4.987 2.003
H -7.078 -2.768 1.529
H -6.121 -1.145 0.933
H -4.499 0.736 0.186
H -4.519 -0.545 -3.602
H -5.721 -2.632 -3.033
C 3.004 -1.421 2.761
Si 4.376 -0.882 1.530
C 4.432 -2.155 0.178
C 6.066 -0.729 2.255
Si 3.572 1.123 0.605
Si 4.274 2.799 2.135
C 5.963 3.428 1.738
C 2.927 4.081 2.060
C 4.174 2.010 3.881
Si 4.697 1.551 -1.397
C 3.538 0.863 -2.811
C 4.917 3.430 -1.538
C 6.501 1.017 -1.462
H 2.616 -0.722 3.484
H 3.409 -2.247 3.396
H 2.165 -1.864 2.260
H 4.472 -3.219 0.540
H 5.446 -2.085 -0.261
H 3.615 -2.112 -0.578
H 6.908 -0.379 1.659
H 6.250 -1.772 2.578
H 6.153 -0.048 3.114
H 5.738 4.442 1.405
H 6.449 2.852 0.952
H 6.605 3.390 2.613
H 3.419 5.029 2.312
H 2.135 3.745 2.702
H 2.525 4.141 1.026
H 3.179 2.070 4.342
H 4.784 2.675 4.510
H 4.553 1.002 4.030
H 2.513 1.237 -2.654
H 3.543 -0.210 -2.609
H 3.890 1.089 -3.793
H 5.111 3.663 -2.585
H 5.817 3.825 -1.064
H 4.020 3.980 -1.222
H 6.684 -0.123 -1.483
H 7.118 1.408 -0.597
H 6.911 1.439 -2.423
*
```

For the lowest unoccupied orbital energy, the calculation gives 3.64 eV. As for the frontier orbital gap: 6.9 eV. For the HOMO energy, the calculation gives -3.25 eV. For the energy above the lowest of the compared OMol25 structures with the same formula, charge and spin, the calculation gives 0.557 eV.

***

[8]
DFT (ωB97M-V/def2-TZVPD) results for 2 unconnected molecules or ions with the total composition C2H6IN2O in a non-equilibrium geometry.

Structure (ORCA input):
```
! RIJCOSX wB97M-V def2-TZVPD def2/J DEFGRID3
* xyz 1 1
C 2.522 -0.717 0.125
C -1.131 -0.131 -0.076
N 3.179 -1.709 -0.029
N -0.599 1.284 -0.260
O 1.982 0.305 -0.078
I -3.404 -0.229 0.045
H -1.022 -0.596 -0.979
H -3.214 -0.108 1.533
H 3.011 -2.519 0.543
H 0.279 1.050 -0.642
H -1.149 1.861 -0.899
H -0.454 1.509 0.716
*
```

For the lowest unoccupied orbital energy, the calculation gives -4.47 eV. As for the frontier orbital gap: 8.6 eV. For the HOMO energy, the calculation gives -13.11 eV. For the energy above the lowest of the compared OMol25 structures with the same formula, charge and spin, the calculation gives 3.684 eV.

***

[9]
DFT (ωB97M-V/def2-TZVPD) results for 2 unconnected molecules or ions with the total composition C3H4FNO2 in a non-equilibrium geometry.

Structure (ORCA input):
```
! RIJCOSX wB97M-V def2-TZVPD def2/J DEFGRID3
* xyz 0 1
C -0.910 -1.089 0.342
N -1.469 0.073 0.168
O -1.238 1.175 0.655
O -2.554 -0.009 -0.706
H -1.374 -2.070 0.271
H 0.011 -1.190 0.860
H -2.611 0.971 -0.916
C 2.040 0.913 -0.305
C 2.979 0.266 -0.036
F 4.092 -0.336 0.047
H 1.033 1.297 -0.379
*
```

For the lowest unoccupied orbital energy, the calculation gives 0.57 eV. As for the frontier orbital gap: 10.1 eV. For the HOMO energy, the calculation gives -9.51 eV. For the energy above the lowest of the compared OMol25 structures with the same formula, charge and spin, the calculation gives 7.030 eV.

***

[10]
DFT (ωB97M-V/def2-TZVPD) results for a gas-phase ion, C2H9N5 (charge +2) in a non-equilibrium geometry.

Structure (ORCA input):
```
! RIJCOSX wB97M-V def2-TZVPD def2/J DEFGRID3
* xyz 2 1
N -0.442 1.451 0.639
C 0.109 0.346 0.066
N -0.449 -0.801 -0.002
C -1.409 -1.575 0.301
N -2.382 -2.089 -0.479
N 1.295 0.365 -0.732
N 2.354 1.202 -0.145
H -1.339 1.400 0.934
H -0.347 2.429 0.378
H -1.370 -1.924 1.348
H -2.925 -2.791 -0.038
H -2.496 -1.775 -1.394
H 1.577 -0.588 -0.948
H 2.182 2.169 -0.409
H 2.325 1.177 0.920
H 3.317 1.006 -0.441
*
```

For the lowest unoccupied orbital energy, the calculation gives -7.87 eV. As for the frontier orbital gap: 11.1 eV. For the HOMO energy, the calculation gives -19.00 eV. For the energy above the lowest of the compared OMol25 structures with the same formula, charge and spin, the calculation gives 1.545 eV.

***

[11]
DFT (ωB97M-V/def2-TZVPD) results for C5H5N in the gas phase in a non-equilibrium geometry.

Structure (ORCA input):
```
! RIJCOSX wB97M-V def2-TZVPD def2/J DEFGRID3
* xyz 0 1
C 0.800 1.503 -0.034
C 0.018 0.494 -0.879
C -0.333 -0.690 -0.117
C -0.696 -1.631 0.541
C -0.576 -2.852 1.165
N 0.166 -3.721 1.369
H 1.755 1.083 0.296
H 0.230 1.788 0.854
H 0.999 2.399 -0.626
H 0.601 0.184 -1.755
H -0.916 0.932 -1.247
*
```

For the lowest unoccupied orbital energy, the calculation gives 0.59 eV. As for the frontier orbital gap: 10.8 eV. For the HOMO energy, the calculation gives -10.25 eV. For the energy above the lowest of the compared OMol25 structures with the same formula, charge and spin, the calculation gives 2.555 eV.

***

[12]
DFT (ωB97M-V/def2-TZVPD) results for a molecular structure, C23H43N2OOsP3Se in a non-equilibrium geometry.

Structure (ORCA input):
```
! RIJCOSX wB97M-V def2-TZVPD def2/J DEFGRID3
* xyz 4 5
Os -0.474 -0.298 0.164
P -1.863 -0.746 2.099
P 0.705 -2.403 -0.163
P -2.156 -0.923 -1.248
H 0.262 2.278 -0.796
C -0.671 1.708 -0.727
C -1.409 1.724 0.504
H -0.981 2.211 1.387
C -1.362 -0.015 3.709
C -2.002 -2.533 2.500
C -3.611 -0.162 2.030
C 1.852 -2.470 -1.609
C 1.885 -3.039 1.100
C -0.250 -3.955 -0.435
C -3.469 0.320 -1.573
C -3.237 -2.354 -0.807
C -1.659 -1.388 -2.951
H -1.220 1.744 -1.675
H -2.498 1.781 0.462
H -1.040 1.025 3.567
H -0.532 -0.580 4.155
H -2.217 -0.028 4.400
H -1.001 -2.981 2.584
H -2.573 -3.071 1.732
H -2.519 -2.639 3.466
H -3.639 0.913 1.821
H -4.064 -0.331 3.019
H -4.204 -0.686 1.272
H 2.468 -3.379 -1.542
H 2.506 -1.588 -1.593
H 1.292 -2.464 -2.553
H 2.434 -3.894 0.680
H 1.343 -3.372 1.993
H 2.607 -2.263 1.379
H 0.460 -4.793 -0.490
H -0.816 -3.924 -1.372
H -0.926 -4.135 0.409
H -4.169 -0.092 -2.315
H -3.055 1.249 -1.975
H -4.032 0.554 -0.660
H -3.930 -2.543 -1.640
H -3.832 -2.151 0.089
H -2.656 -3.264 -0.641
H -2.547 -1.378 -3.601
H -1.217 -2.393 -2.974
H -0.917 -0.674 -3.346
C 1.470 2.159 -4.364
C 0.923 3.333 -3.784
C 0.949 4.535 -4.481
C 1.510 4.619 -5.768
C 2.053 3.457 -6.343
C 2.044 2.252 -5.660
Se 1.461 0.549 -3.548
H 0.865 -0.407 -0.691
H 0.478 3.258 -2.793
H 0.521 5.423 -4.018
H 1.523 5.568 -6.311
H 2.489 3.498 -7.340
H 2.468 1.356 -6.108
N 4.046 1.214 5.741
C 3.776 2.022 4.667
O 4.250 3.146 4.563
C 2.894 1.435 3.617
C 2.414 0.121 3.631
C 1.523 -0.298 2.650
N 1.088 0.476 1.628
C 1.608 1.731 1.585
C 2.481 2.235 2.547
H 4.578 1.630 6.487
H 3.531 0.372 5.943
H 2.699 -0.596 4.399
H 1.154 -1.327 2.712
H 1.323 2.375 0.752
H 2.815 3.268 2.452
*
```

For the lowest unoccupied orbital energy (alpha / beta), the calculation gives -12.40 / -15.57 eV. As for the frontier orbital gap (alpha / beta): 7.1 / 4.2 eV. For the HOMO energy (alpha / beta), the calculation gives -19.51 / -19.79 eV. For the energy above the lowest of the compared OMol25 structures with the same formula, charge and spin, the calculation gives 0.000 eV.